[1]
Density functional theory data (ωB97M-V/def2-TZVPD) for a 8-piece molecular cluster, C27H46Br2O21 overall.

```
96
C27H46Br2O21 (ωB97M-V/def2-TZVPD)
C -15.70 -26.14 15.70
C -14.30 -26.87 15.84
C -14.21 -28.34 15.50
O -12.99 -28.51 14.76
C -12.53 -27.31 14.46
O -11.49 -27.13 13.87
O -13.34 -26.29 15.07
H -15.99 -25.89 14.68
H -15.65 -25.14 16.13
H -16.47 -26.75 16.19
H -14.00 -26.80 16.89
H -14.97 -28.66 14.78
H -14.16 -28.95 16.40
C -5.04 -25.07 12.92
C -4.08 -25.83 12.00
C -2.71 -25.96 12.63
O -2.46 -27.33 12.51
C -3.50 -28.05 12.07
O -3.53 -29.29 11.89
O -4.50 -27.21 11.81
H -4.58 -24.18 13.35
H -5.15 -25.82 13.70
H -5.98 -24.79 12.46
H -4.05 -25.51 10.96
H -2.79 -25.90 13.71
H -1.96 -25.40 12.07
C -7.23 -25.41 21.60
C -7.32 -26.82 20.96
C -6.08 -27.25 20.08
O -6.05 -28.64 20.45
C -6.69 -28.85 21.63
O -6.76 -29.82 22.35
O -7.31 -27.76 21.99
H -7.59 -24.69 20.87
H -6.19 -25.27 21.90
H -7.88 -25.22 22.46
H -8.25 -26.86 20.40
H -5.18 -26.75 20.43
H -6.33 -27.03 19.04
C -12.50 -20.97 16.80
C -11.94 -22.18 17.64
C -12.07 -22.10 19.16
O -12.62 -23.39 19.54
C -13.04 -24.04 18.38
O -13.77 -25.02 18.47
O -12.68 -23.33 17.26
H -12.00 -20.03 17.06
H -13.54 -20.81 17.09
H -12.41 -21.25 15.75
H -10.96 -22.42 17.21
H -12.62 -21.22 19.49
H -11.04 -22.05 19.52
Br -7.45 -27.62 15.74
C -7.78 -25.77 16.35
C -9.33 -25.44 16.36
Br -10.32 -26.70 17.56
H -7.23 -25.16 15.64
H -7.42 -25.62 17.37
H -9.75 -25.57 15.36
H -9.50 -24.40 16.64
C -10.99 -26.16 21.42
O -10.54 -24.90 21.89
C -11.13 -24.39 22.89
O -12.02 -24.91 23.64
O -10.59 -23.23 23.06
C -11.26 -22.18 23.75
H -12.02 -26.24 21.08
H -10.88 -26.99 22.13
H -10.44 -26.36 20.51
H -11.17 -22.47 24.80
H -12.30 -22.10 23.46
H -10.70 -21.27 23.57
C -7.33 -22.31 18.70
O -5.95 -22.12 18.41
C -5.19 -23.21 18.24
O -5.48 -24.34 18.42
O -4.06 -22.81 17.69
C -3.09 -23.81 17.25
H -7.74 -21.39 19.13
H -7.51 -23.12 19.41
H -7.94 -22.52 17.82
H -3.51 -24.75 16.88
H -2.30 -24.08 17.94
H -2.51 -23.37 16.44
C -10.46 -30.10 17.57
O -10.84 -30.57 18.83
C -10.75 -29.82 19.91
O -10.30 -28.68 20.02
O -11.41 -30.40 20.89
C -11.18 -30.02 22.28
H -11.20 -29.58 16.96
H -10.25 -30.97 16.94
H -9.64 -29.42 17.34
H -11.98 -30.49 22.86
H -11.44 -28.98 22.47
H -10.14 -30.20 22.55
```

Results
* charge: 0
* HOMO energy: -0.37141 Ha
* orbital gap: 10.0 eV
* SMILES: C[C@H]1COC(=O)O1.C[C@H]1COC(=O)O1.C[C@H]1COC(=O)O1.C[C@H]1COC(=O)O1.COC(=O)OC.COC(=O)OC.COC(=O)OC.BrCCBr

---

[2]
Density functional theory data (ωB97M-V/def2-TZVPD) for C27H47CrFGeI2N3O3Si3 as an isolated structure.

```
88
C27H47CrFGeI2N3O3Si3 (ωB97M-V/def2-TZVPD)
Cr 1.83 2.45 -0.07
I 2.64 4.90 -0.78
C 4.47 5.70 0.12
I 5.48 4.53 1.52
H 4.13 6.62 0.57
H 5.10 5.88 -0.75
F -2.39 -2.78 -0.29
C -1.28 -2.73 0.47
C -0.52 -1.60 0.39
C 0.66 -1.47 1.13
C 1.42 -0.24 1.04
O 1.00 0.68 0.27
C 2.58 -0.17 1.84
C 2.92 -1.25 2.61
N 2.23 -2.41 2.69
C 2.86 -3.44 3.52
C 2.13 -4.36 4.45
C 2.88 -4.90 3.25
C 1.06 -2.54 1.95
C 0.24 -3.68 2.03
C -0.92 -3.82 1.29
N -1.71 -4.98 1.44
C -3.00 -5.12 0.75
C -3.66 -6.43 1.18
N -3.25 -6.72 2.59
C -1.79 -7.08 2.65
C -1.06 -6.27 1.58
C 3.53 1.01 1.91
O 4.48 0.95 2.65
O 3.23 2.02 1.17
H -0.83 -0.79 -0.25
H 3.82 -1.17 3.20
H 3.78 -3.04 3.91
H 1.05 -4.36 4.45
H 2.57 -4.50 5.43
H 2.32 -5.29 2.40
H 3.82 -5.40 3.41
H 0.50 -4.45 2.73
H -2.92 -5.11 -0.34
H -3.65 -4.29 1.04
H -3.33 -7.29 0.59
H -4.74 -6.37 1.12
H -3.82 -7.46 3.00
H -3.41 -5.88 3.15
H -1.71 -8.15 2.48
H -1.45 -6.85 3.66
H -1.04 -6.81 0.63
H -0.02 -6.17 1.89
C 2.10 2.14 -4.22
Si 0.68 1.39 -3.26
C -0.81 1.03 -4.33
C 1.34 -0.22 -2.56
Ge -0.12 3.11 -1.71
Si -0.66 5.07 -3.07
C -0.78 6.63 -2.03
C 0.63 5.35 -4.39
C -2.32 4.76 -3.89
Si -1.62 3.17 0.23
C -3.32 2.85 -0.49
C -1.47 4.87 0.99
C -1.32 1.96 1.64
H 2.51 1.38 -4.89
H 2.90 2.46 -3.56
H 1.81 3.00 -4.83
H -0.54 0.28 -5.08
H -1.16 1.92 -4.85
H -1.64 0.63 -3.74
H 1.71 -0.80 -3.42
H 0.58 -0.83 -2.06
H 2.18 -0.09 -1.88
H -0.02 6.69 -1.25
H -1.76 6.73 -1.56
H -0.64 7.49 -2.69
H 1.66 5.27 -4.02
H 0.50 6.37 -4.78
H 0.51 4.67 -5.24
H -3.13 4.67 -3.17
H -2.32 3.87 -4.52
H -2.54 5.61 -4.54
H -3.60 3.60 -1.22
H -4.06 2.87 0.32
H -3.38 1.87 -0.97
H -1.82 5.67 0.34
H -0.44 5.10 1.26
H -2.06 4.90 1.91
H -1.46 0.92 1.35
H -2.07 2.20 2.40
H -0.34 2.07 2.10
```

Results
* charge: +2
* HOMO energy (alpha / beta): -0.43520 / -0.47004 Ha
* orbital gap (alpha / beta): 6.9 / 6.7 eV
* multiplicity: 6

---

[3]
Density functional theory data (ωB97M-V/def2-TZVPD) for a 5-piece molecular cluster, C27H47N2O13 overall.

```
89
C27H47N2O13 (ωB97M-V/def2-TZVPD)
C 0.17 0.50 2.75
C -0.37 -0.13 1.49
O -0.95 0.57 0.66
N -0.21 -1.53 1.24
C 1.06 -1.81 0.57
C -0.53 -2.40 2.39
C -1.99 -2.88 2.29
C -2.92 -2.44 3.41
C -3.26 -0.95 3.50
C -4.38 -0.37 2.62
C -4.02 0.27 1.28
C -4.13 -0.84 0.24
N -5.11 -1.82 0.82
C -5.52 -1.31 2.20
H 0.77 1.35 2.47
H 0.76 -0.17 3.37
H -0.65 0.89 3.35
H 1.14 -2.88 0.41
H 1.04 -1.35 -0.41
H 1.94 -1.45 1.10
H -0.31 -1.95 3.36
H 0.12 -3.27 2.30
H -2.36 -2.59 1.31
H -1.99 -3.97 2.29
H -3.82 -3.05 3.36
H -2.45 -2.71 4.36
H -3.55 -0.77 4.53
H -2.38 -0.33 3.33
H -4.87 0.39 3.24
H -4.84 0.96 1.07
H -3.12 0.85 1.24
H -4.45 -0.50 -0.74
H -3.16 -1.30 0.07
H -5.94 -1.76 0.23
H -4.77 -2.77 0.87
H -6.38 -0.68 2.02
H -5.70 -2.10 2.92
C -1.60 3.89 0.87
C -2.29 4.87 1.79
C -2.33 4.46 3.24
O -3.55 5.05 3.70
C -4.38 5.18 2.63
O -5.53 5.43 2.70
O -3.70 4.94 1.48
H -1.60 4.25 -0.16
H -0.57 3.73 1.18
H -2.12 2.93 0.88
H -1.87 5.87 1.68
H -1.49 4.83 3.82
H -2.41 3.37 3.36
C -0.70 -4.94 -3.68
C -1.29 -3.93 -2.73
C -1.41 -4.38 -1.29
O -2.56 -3.64 -0.84
C -3.33 -3.38 -1.92
O -4.44 -2.94 -1.85
O -2.68 -3.66 -3.05
H -0.63 -4.53 -4.69
H 0.30 -5.22 -3.36
H -1.33 -5.83 -3.73
H -0.75 -2.98 -2.80
H -0.54 -4.14 -0.69
H -1.63 -5.45 -1.21
C 4.30 -0.53 -1.83
C 4.18 -0.42 -3.33
C 2.91 0.25 -3.81
O 2.67 -0.40 -5.06
C 3.23 -1.64 -5.00
O 3.02 -2.51 -5.78
O 4.03 -1.74 -3.91
H 5.24 -1.00 -1.55
H 4.27 0.46 -1.37
H 3.49 -1.14 -1.44
H 5.05 0.05 -3.77
H 3.03 1.33 -3.96
H 2.06 0.06 -3.15
C 8.02 3.70 -0.26
C 7.75 3.77 -1.75
C 6.49 4.50 -2.14
O 6.12 3.84 -3.36
C 6.64 2.59 -3.32
O 6.37 1.73 -4.10
O 7.50 2.46 -2.30
H 8.95 3.17 -0.07
H 8.09 4.70 0.16
H 7.22 3.15 0.24
H 8.62 4.19 -2.27
H 6.63 5.56 -2.31
H 5.68 4.35 -1.41
```

Results
* charge: +1
* HOMO energy: -0.44806 Ha
* orbital gap: 9.8 eV

---

[4]
Density functional theory data (ωB97M-V/def2-TZVPD) for C27H47N3OPW as an isolated structure.

```
80
C27H47N3OPW (ωB97M-V/def2-TZVPD)
C 0.73 -2.50 -0.61
C 1.62 -1.66 -1.37
C 1.20 -1.72 -2.75
C -0.02 -2.48 -2.81
C -0.30 -2.98 -1.49
W -0.34 -0.82 -1.52
C -2.49 0.73 -1.43
C -1.92 0.29 -0.22
H -1.52 1.00 0.52
C -1.88 -1.12 0.09
H -2.72 -1.72 -0.24
H -1.50 -1.35 1.08
C -2.61 2.20 -1.70
H -1.98 2.80 -1.03
H -2.30 2.44 -2.73
H -3.65 2.54 -1.59
C -3.28 -0.15 -2.33
H -3.13 -1.23 -2.18
H -4.37 0.04 -2.22
H -3.05 0.05 -3.39
C 2.79 -0.91 -0.81
H 2.58 -0.60 0.23
H 3.71 -1.53 -0.81
H 2.98 0.00 -1.38
C 1.98 -1.16 -3.89
H 2.44 -0.21 -3.63
H 2.78 -1.85 -4.19
H 1.34 -1.00 -4.77
C -0.84 -2.77 -4.03
H -0.83 -1.92 -4.73
H -0.43 -3.64 -4.58
H -1.88 -3.02 -3.76
C -1.39 -3.92 -1.10
H -2.32 -3.69 -1.62
H -1.11 -4.95 -1.37
H -1.56 -3.90 -0.02
C 0.99 -2.94 0.79
H 0.09 -3.36 1.24
H 1.78 -3.71 0.84
H 1.30 -2.08 1.41
C 0.15 1.09 -2.59
C 0.84 2.08 -1.89
C -0.23 1.30 -3.93
C 1.19 3.27 -2.54
H 1.11 1.90 -0.85
C 0.17 2.47 -4.58
H -0.85 0.56 -4.45
C 0.89 3.45 -3.89
H 1.70 4.06 -1.97
H -0.08 2.60 -5.64
H 1.22 4.36 -4.41
C -0.92 -1.39 3.91
N -0.11 -0.22 4.26
C -0.20 0.23 5.65
P 0.49 0.71 3.01
O 0.38 -0.06 1.73
N -0.38 2.15 2.99
C -0.07 3.16 1.97
C -1.81 2.08 3.31
N 2.09 0.98 3.44
C 2.78 -0.17 4.04
C 2.95 1.66 2.46
H -1.94 -1.12 3.61
H -0.97 -2.06 4.79
H -0.45 -1.94 3.08
H -0.14 -0.67 6.29
H 0.62 0.90 5.91
H -1.17 0.72 5.86
H -0.23 2.79 0.93
H -0.74 4.01 2.12
H 0.96 3.52 2.08
H -2.37 2.73 2.63
H -2.21 1.06 3.24
H -1.98 2.44 4.33
H 3.02 -0.93 3.27
H 3.72 0.17 4.48
H 2.17 -0.63 4.83
H 2.37 2.02 1.59
H 3.43 2.54 2.93
H 3.74 0.98 2.12
```

Results
* charge: +1
* HOMO energy (alpha / beta): -0.40401 / -0.40307 Ha
* orbital gap (alpha / beta): 7.9 / 7.4 eV
* multiplicity: 3

---

[5]
Density functional theory data (ωB97M-V/def2-TZVPD) for a 2-piece molecular cluster, C27H48BBr2F3N4O3S overall.

```
89
C27H48BBr2F3N4O3S (ωB97M-V/def2-TZVPD)
C -2.13 -1.76 9.13
C -2.31 -2.36 7.96
C -2.20 -3.02 6.51
C -2.93 -2.05 5.40
C -2.42 -2.57 3.95
C -3.27 -1.91 2.71
C -3.71 -0.39 3.00
N -4.18 0.37 1.78
B -3.26 1.56 1.61
N -1.76 1.54 1.62
O -3.88 2.89 1.45
C -4.29 -0.50 0.53
N -4.41 0.50 -0.60
C -5.72 -1.31 0.50
C -6.54 -1.55 1.65
C -3.00 -1.49 0.34
C -3.54 -2.88 -0.35
C -2.30 -3.84 -0.84
C -2.85 -5.36 -0.94
F -1.96 -6.24 -1.71
Br -4.63 -5.48 -1.89
C -3.07 -6.09 0.50
F -2.60 -7.47 0.38
F -2.42 -5.44 1.61
Br -5.03 -6.26 0.97
C -1.83 -0.87 -0.61
S -0.17 -1.32 0.19
C 1.21 -0.70 -0.95
C 1.10 0.90 -1.22
O -2.35 -1.89 1.58
H -1.95 -1.29 10.16
H -1.10 -3.10 6.15
H -2.63 -4.10 6.46
H -2.59 -0.95 5.51
H -4.08 -2.15 5.40
H -1.29 -2.38 3.76
H -2.55 -3.73 3.93
H -4.13 -2.64 2.47
H -2.83 0.11 3.56
H -4.58 -0.42 3.79
H -5.13 0.77 2.01
H -1.42 1.47 2.59
H -1.43 2.40 1.14
H -3.82 3.33 2.35
H -4.37 0.01 -1.52
H -5.33 0.98 -0.56
H -6.03 -1.67 -0.57
H -6.15 -1.78 2.71
H -7.68 -1.55 1.50
H -4.16 -2.68 -1.31
H -4.12 -3.54 0.42
H -1.88 -3.53 -1.87
H -1.43 -3.86 -0.08
H -1.91 -1.26 -1.69
H -1.83 0.28 -0.66
H 2.21 -0.92 -0.39
H 1.19 -1.32 -1.94
H 2.10 1.45 -0.98
H 0.28 1.30 -0.49
H 0.83 1.14 -2.32
C 6.80 2.17 -1.46
C 5.96 3.37 -1.96
C 6.86 4.33 -2.77
C 7.29 3.81 -4.14
C 6.30 2.83 -4.76
C 4.86 2.93 -4.23
N 4.89 2.77 -2.77
O 3.63 2.83 -2.19
C 4.08 1.75 -4.85
C 4.21 4.25 -4.73
C 5.52 4.17 -0.71
H 6.20 1.49 -0.85
H 7.65 2.50 -0.85
H 7.20 1.58 -2.29
H 6.33 5.28 -2.92
H 7.76 4.59 -2.20
H 7.43 4.67 -4.81
H 8.27 3.33 -4.06
H 6.32 2.94 -5.85
H 6.68 1.81 -4.57
H 4.46 0.79 -4.49
H 4.17 1.75 -5.94
H 3.01 1.79 -4.61
H 4.23 4.28 -5.83
H 4.73 5.14 -4.38
H 3.17 4.33 -4.42
H 6.39 4.52 -0.14
H 4.93 3.56 -0.02
H 4.93 5.05 -0.98
```

Results
* charge: 0
* HOMO energy: -0.10416 Ha
* orbital gap: 1.2 eV

---

Number 1: largest force on an atom 6.510 eV/Å. Number 2: largest force on an atom 0.749 eV/Å. Number 3: largest force on an atom 1.862 eV/Å. Number 4: largest force on an atom 7.540 eV/Å. Number 5: largest force on an atom 7.288 eV/Å.